The following is a DFT calculation (ωB97M-V with the def2-TZVPD basis set) of C31H29Cl2N4O9PSr as an isolated structure.

Geometry as XYZ:
```
77
Properties=species:S:1:pos:R:3:forces:R:3:mulliken_charge:R:1
Sr -0.6088 1.3668 1.4407 0.25 -0.36 0.28 1.901
Cl -4.0311 -2.4241 4.7407 0.00 0.00 0.01 -0.234
Cl -2.8845 -1.4230 2.2326 0.02 0.07 0.03 -0.031
P -0.1265 -0.7711 -1.4440 0.00 0.04 -0.02 1.335
O -3.9925 2.4526 -0.9505 0.01 0.01 0.02 -0.782
O 3.7019 -3.6808 5.4189 -0.04 -0.03 -0.02 -0.726
O 4.5875 -4.1125 3.3853 -0.05 -0.03 0.00 -0.747
O -2.6952 3.0216 1.9717 0.05 0.05 0.05 -0.487
O 1.8218 5.1928 0.7338 0.03 0.01 -0.02 -0.859
O -2.5409 0.9328 -0.1656 0.11 0.06 -0.01 -0.512
O -0.6767 0.7115 3.7856 -0.11 0.10 -0.12 -0.649
O -0.0996 -0.3908 5.6434 -0.02 -0.04 0.01 -0.777
O 1.1058 3.1995 1.4888 -0.24 0.00 -0.01 -0.649
N 1.0661 -0.7253 2.3087 -0.01 0.03 -0.01 0.669
N 2.2213 0.9734 -0.9339 0.00 -0.04 0.04 0.489
N -1.0006 3.4345 -0.3137 -0.11 0.19 -0.23 0.825
N 1.4641 -0.8772 -2.1073 0.03 -0.05 0.05 0.129
C 3.2151 1.6542 -0.3555 0.02 0.03 -0.01 -0.026
C 2.5256 -0.1451 -1.5829 -0.05 -0.05 0.00 -0.016
C 3.8385 -0.6063 -1.7273 0.02 0.00 0.01 -1.025
C -2.6655 -1.5612 3.9876 -0.01 -0.03 -0.04 -0.108
C -0.5115 -2.5615 -1.3245 0.01 0.01 -0.01 -0.015
C -3.2446 -0.1070 -3.9971 0.00 0.00 0.00 -0.490
C 2.8384 -2.3380 2.1612 0.00 0.00 -0.01 -1.328
C -0.5703 -3.1250 -0.0525 0.00 0.01 -0.01 -0.580
C -0.4911 0.2037 -4.0775 0.02 0.00 0.01 -0.331
C 0.0175 -0.1244 4.4470 0.04 0.02 0.01 -0.578
C 1.9133 -1.8024 4.2750 0.00 -0.01 0.00 -0.541
C -0.7907 -4.4873 0.1047 -0.01 0.00 0.00 -0.910
C -1.2675 0.5999 -5.1606 0.00 0.00 0.00 -0.598
C 3.8058 -3.5545 4.1855 0.11 0.09 0.02 0.502
C 2.8312 -2.5370 3.5353 -0.03 -0.04 0.00 0.102
C 0.3373 3.9209 -0.6372 -0.05 0.03 0.08 -0.504
C -1.6639 2.7414 -1.4259 0.01 0.08 0.04 0.339
C -0.6955 -3.3804 -2.4399 0.01 -0.01 0.00 -0.404
C 4.5428 1.2731 -0.4300 -0.01 0.01 0.01 -1.070
C 1.9492 -1.4391 1.6055 0.01 -0.02 0.04 -0.309
C -0.9139 -4.7399 -2.2836 0.00 0.00 0.00 -0.669
C -2.4721 -0.5053 -2.9192 0.01 0.05 -0.01 -0.285
C 1.0568 -0.9112 3.6386 -0.03 0.00 -0.01 0.539
C -2.8566 1.9675 -0.8297 -0.06 -0.05 -0.05 0.092
C -1.0844 -0.3549 -2.9509 -0.04 -0.02 0.02 -0.243
C 4.8525 0.1183 -1.1371 -0.03 0.00 -0.01 -0.383
C -0.9592 -5.2942 -1.0092 0.00 0.00 0.00 -0.500
C -2.6442 0.4463 -5.1223 0.00 0.00 0.00 -0.495
C -1.8452 4.5076 0.2388 0.00 -0.08 0.02 -1.218
C 1.1604 4.1549 0.6505 0.04 0.00 -0.04 0.312
C -2.1273 4.3067 1.7173 0.03 -0.05 0.03 -0.538
H 3.5375 -2.8980 1.5545 0.00 0.00 0.00 0.542
H 1.9289 -1.2945 0.5345 0.02 0.05 -0.09 0.674
H -1.9919 3.4348 -2.2125 -0.05 0.00 0.02 0.223
H -4.3214 -0.2065 -3.9470 0.00 0.00 0.00 0.386
H -1.7641 -2.1269 4.1863 0.00 0.01 0.01 0.143
H -1.3649 5.4821 0.0955 0.02 0.00 0.01 0.436
H -1.0556 -5.3682 -3.1549 0.00 0.00 0.00 0.392
H -3.4123 2.8531 1.3408 0.02 -0.04 -0.03 0.304
H 1.7272 -1.7403 -2.5597 0.01 0.02 -0.01 0.290
H -0.9468 2.0382 -1.8494 -0.01 -0.01 -0.03 -0.408
H 5.3030 1.8549 0.0707 0.00 0.00 0.00 0.456
H 0.3096 4.8431 -1.2320 0.00 0.00 -0.01 0.281
H -2.7974 4.5202 -0.2984 -0.01 0.01 -0.01 0.614
H 5.8755 -0.2303 -1.2053 0.00 0.00 0.00 0.377
H -2.7870 5.1005 2.0860 -0.02 0.00 -0.02 0.381
H 4.0367 -1.5337 -2.2503 0.00 0.00 0.00 0.390
H -0.6826 -2.9467 -3.4338 0.00 0.00 0.00 0.406
H -0.4453 -2.4956 0.8196 0.01 0.00 0.01 0.554
H -0.8300 -4.9107 1.0999 0.00 0.00 0.00 0.469
H -3.2517 0.7693 -5.9590 0.00 0.00 0.00 0.348
H -2.9491 -0.8994 -2.0306 -0.01 0.00 0.02 0.423
H -1.2003 4.3419 2.2922 0.00 0.02 0.00 0.324
H -2.5958 -0.5646 4.4041 0.02 0.00 0.00 0.218
H 1.8568 -1.9257 5.3465 0.00 0.00 0.00 0.615
H 0.5832 0.3410 -4.0983 0.00 0.00 -0.01 0.389
H -1.1317 -6.3565 -0.8866 0.00 0.00 0.00 0.356
H 0.8526 3.1460 -1.2097 0.02 0.00 0.00 0.174
H 2.9169 2.5315 0.2070 0.05 -0.05 -0.01 0.236
H -0.7928 1.0402 -6.0295 0.00 0.00 0.00 0.390
```
Forces are in eV/Å.

Its LUMO energy is 3.8 eV. The total charge is -2. For the energy relative to the best compared isomer or geometry (same formula, charge and spin), the calculation gives 0.1846 eV.

The following is a DFT calculation (ωB97M-V with the def2-TZVPD basis set) of C31H29FO13V as an isolated structure in a non-equilibrium geometry.

Geometry as XYZ:
```
75
Properties=species:S:1:pos:R:3:forces:R:3:mulliken_charge:R:1
V -5.3264 -2.0268 12.8569 4.01 -0.10 -0.36 1.471
F -11.0924 -1.6126 7.9231 0.88 0.77 1.85 -0.349
O -5.4236 -8.3162 11.0885 0.73 -0.60 -0.45 -0.567
O -8.4118 -4.9915 9.1550 -0.91 0.27 1.22 -0.544
O -5.8471 -0.2657 14.4795 -2.88 1.88 -2.14 -0.605
O -4.1156 -2.6256 11.9206 -2.75 0.94 1.76 -0.479
O -12.7507 -6.0548 12.5200 0.54 0.10 -0.06 -0.551
O -1.1424 -4.6456 15.3013 0.01 0.67 1.99 -0.586
O -0.8508 -5.9775 10.1045 -0.17 0.38 -1.83 -0.558
O -6.2584 -3.8955 14.1111 1.41 2.16 0.71 -0.569
O -4.6986 0.1486 11.8605 -0.67 -2.05 0.59 -0.293
O -6.6476 -2.0707 12.0755 -1.00 -0.10 -0.78 -0.208
O -4.1101 -1.4176 14.6350 2.42 -1.37 -0.95 -0.600
O -4.6877 -0.0219 16.2140 0.99 1.67 2.15 -0.405
O -3.0517 1.9121 7.0229 0.84 -0.32 -1.25 -0.548
C -8.4579 -0.1576 10.0792 -1.11 -0.52 0.61 -0.231
C -10.9157 -1.4242 10.3672 0.21 -0.47 -2.37 -0.533
C -4.4574 0.5712 10.5529 0.00 0.26 2.17 0.347
C -6.8408 -6.8923 12.1882 -2.78 1.12 1.65 -0.851
C -9.1983 -0.4662 8.9340 -0.66 -0.46 0.30 -0.633
C -3.4766 1.3372 8.1655 -0.70 0.24 -1.09 0.512
C -0.9824 -4.8267 13.9715 -0.89 0.77 3.36 1.042
C -0.9004 -5.5717 11.3763 0.28 -1.16 2.04 0.320
C -3.9031 0.0420 8.2579 -0.05 -0.69 2.03 -0.898
C -9.7062 -4.5317 11.1510 -0.53 0.35 0.51 -0.240
C -3.6678 2.2388 9.1542 -0.74 1.35 1.85 -0.426
C -4.2087 1.8989 10.3868 0.86 1.40 -1.97 -0.848
C -7.0846 -5.8608 13.0952 2.44 0.68 0.06 -0.916
C -10.4229 -6.2639 9.6176 -1.00 0.99 1.85 -0.610
C -4.6137 -5.3260 13.0876 -2.69 -0.77 -0.58 0.067
C -4.5037 -6.4136 12.2291 0.36 -0.80 0.39 -0.553
C -10.1653 -1.0795 11.4873 -1.46 -1.16 -0.06 -0.421
C -10.8186 -4.7370 11.9864 1.51 -0.32 -0.72 -0.638
C -8.9450 -0.5187 11.3741 1.58 1.68 -1.49 -0.444
C -11.6633 -5.7780 11.6917 -1.21 -0.50 -0.64 0.045
C -9.5278 -5.2500 9.9814 1.09 -0.57 -1.16 0.243
C -0.6191 -6.5117 12.3742 0.05 0.89 1.93 -0.240
C -4.7947 -0.4808 15.0755 -0.93 -2.89 0.00 1.082
C -1.3387 -3.8906 13.0935 -0.04 0.54 -3.62 -1.034
C -10.4197 -1.1654 9.0722 0.30 0.14 0.56 0.387
C -4.3184 -0.3471 9.5599 0.17 -0.88 -1.25 -0.267
C -1.2387 -4.2837 11.7345 0.05 0.56 -0.18 -0.257
C -5.5956 -7.2182 11.8585 2.39 0.45 -0.26 0.741
C -0.6258 -6.0852 13.7297 0.93 -3.34 -3.62 -0.843
C -5.9527 -5.1022 13.5427 -0.73 -1.13 -1.87 0.735
C -11.5246 -6.4999 10.4949 1.70 0.22 -1.11 -0.502
H -8.2681 -5.7338 8.5636 -0.13 -0.09 -0.02 0.293
H -2.6146 1.2155 6.5277 0.09 0.13 -0.54 0.305
H -0.6606 -6.9172 10.0566 0.04 0.00 0.08 0.313
H -4.3521 2.7428 11.0454 -0.19 -0.50 0.67 0.405
H -9.0260 -3.7783 11.5201 0.40 0.09 -0.62 0.870
H -1.3681 -3.6248 10.8886 -0.40 0.43 0.21 0.408
H -8.3514 -0.2371 12.2313 -0.05 -0.15 0.09 0.494
H -3.5170 -6.7221 11.9163 0.07 0.09 -0.28 0.347
H -10.8426 -4.1321 12.8808 -0.52 -0.18 0.14 0.446
H -8.8705 -0.1896 7.9429 0.17 -0.04 -0.04 0.455
H -4.8688 0.8150 12.5303 -0.07 0.55 -0.36 0.184
H -7.5230 0.3774 10.0005 0.10 -0.05 -0.12 0.418
H -3.7830 -4.6390 13.1534 -0.09 -0.04 0.61 0.548
H -4.4757 -1.3810 9.8297 -0.17 -0.15 -0.21 0.567
H -1.7244 -2.9205 13.3702 0.12 0.09 0.03 0.353
H -11.8031 -2.0381 10.4127 -0.22 0.16 0.32 0.381
H -1.5097 -3.7902 15.5356 0.01 0.19 -0.22 0.291
H -8.0740 -5.5220 13.3649 -0.09 -0.11 -0.04 0.399
H -12.2108 -7.2612 10.1544 -0.36 -0.01 0.47 0.429
H -6.2142 -8.8444 11.2208 0.04 -0.27 -0.27 0.317
H -0.3797 -6.7756 14.5229 -0.15 0.13 0.08 0.430
H -3.8420 -0.6578 7.4377 0.01 -0.08 0.03 0.341
H -10.5856 -1.4037 12.4278 0.13 0.24 0.31 0.426
H -7.6586 -7.4336 11.7359 -0.29 -0.09 0.11 0.178
H -0.4132 -7.5499 12.1592 0.13 -0.09 -0.24 0.312
H -12.6723 -6.9873 12.7345 -0.31 -0.14 0.11 0.331
H -7.0696 -3.8494 14.6226 -0.13 -0.24 -0.10 0.242
H -10.2934 -6.7704 8.6726 -0.17 -0.21 0.02 0.399
H -3.4717 3.2771 8.9309 0.19 0.04 -0.01 0.376
```
Forces are in eV/Å.

Its LUMO energy (spin up / spin down) is -1.2 / -3.1 eV. As for the spin multiplicity: 2. The total charge is 0.

The following is a DFT calculation (ωB97M-V with the def2-TZVPD basis set) of C31H29IrN7O6S2 as an isolated structure in a non-equilibrium geometry.

Geometry as XYZ:
```
76
Properties=species:S:1:pos:R:3:forces:R:3:mulliken_charge:R:1
Ir 0.3298 -0.7230 1.6374 0.87 0.35 0.55 0.738
S 4.0425 1.2596 -1.0150 -0.13 -0.02 0.15 1.522
S 2.3590 -1.6721 2.6333 -0.57 0.40 0.06 -0.415
O 1.7350 3.0851 -1.0174 0.14 0.16 0.06 -0.372
O 4.5928 1.7534 0.2009 -0.12 -0.02 -0.08 -0.650
O -1.3040 1.4572 4.7291 -0.10 -0.08 0.09 -0.385
O 4.4780 -0.2129 -1.2771 -0.09 -0.03 -0.04 -0.541
O 2.4804 0.8970 -0.7353 0.08 0.03 -0.05 0.187
O 4.1690 1.9838 -2.2243 -0.10 0.06 0.05 -0.583
N -0.5184 0.3574 -0.4801 0.03 -0.06 0.33 1.178
N 2.6878 -2.0188 -0.0169 0.32 0.10 0.30 -1.524
N 1.4307 -1.5046 -0.0574 -0.70 0.01 -0.26 1.165
N 4.4790 -2.5147 1.3088 -0.11 0.10 0.16 -0.371
N 0.2144 1.5019 -0.8750 0.00 -0.20 -0.21 -0.134
N 0.7471 1.4879 1.9280 0.18 -0.11 -0.16 0.539
N -0.5548 -0.2481 3.5250 -0.15 -0.21 -0.49 -0.166
C 3.2170 -2.0879 1.1763 0.22 -0.29 -0.59 0.711
C -1.1660 0.0238 -5.1963 -0.07 0.05 0.03 -0.855
C 0.7550 -1.6344 -1.1739 0.31 -0.06 0.12 1.172
C -2.2960 0.3911 4.9653 0.07 -0.05 0.00 -0.544
C -2.0827 -2.2115 2.1382 0.02 -0.04 -0.01 -0.342
C -2.9355 0.2277 -0.6630 0.01 0.00 -0.06 -1.039
C -1.8307 0.7861 -0.1349 -0.15 -0.01 0.06 -0.518
C -1.7252 -0.8330 4.2138 0.02 0.06 0.00 0.162
C -2.8725 -2.8866 1.2201 0.03 0.04 -0.01 -0.889
C -2.8227 -0.8127 -1.6317 -0.12 0.01 0.01 -1.134
C -0.4411 -0.8523 -1.2638 -0.19 -0.01 -0.13 0.396
C -0.4503 0.9902 3.8617 0.05 0.11 0.14 0.305
C -4.0110 -1.5542 3.3835 -0.04 0.10 -0.03 -0.697
C 0.9586 3.2191 -2.2299 0.04 -0.05 0.05 -0.723
C -2.6332 -1.5229 3.2183 -0.07 0.03 -0.01 0.054
C 1.1182 2.9788 3.7500 -0.01 0.17 0.12 -0.316
C 1.2148 -0.2108 -4.9829 0.06 0.05 0.00 -1.141
C 1.5202 2.2141 1.1351 -0.03 -0.01 -0.26 -0.687
C 1.1520 -2.5846 -2.2524 0.01 0.11 -0.13 -1.600
C 0.5210 1.8790 3.1936 -0.10 -0.23 0.00 -0.134
C -0.0692 2.0823 -2.2144 0.15 0.00 0.11 -0.559
C 2.0201 3.6845 2.9540 0.03 0.05 0.01 -1.130
C -4.8140 -2.2260 2.4678 0.02 -0.02 -0.03 -0.780
C 1.5011 1.9032 -0.3811 -0.14 0.07 -0.05 0.347
C 0.0315 -0.5127 -5.6462 0.01 -0.03 -0.01 -0.455
C -1.1767 0.8546 -4.0824 -0.09 0.05 -0.10 -0.525
C -4.2502 -2.8863 1.3822 -0.05 0.01 0.05 -0.608
C 1.2002 0.6169 -3.8686 0.14 0.00 0.05 0.054
C 2.2086 3.3180 1.6351 0.00 0.01 -0.07 -0.420
C -1.5780 -1.3329 -1.8991 -0.03 -0.15 0.00 -0.823
C -0.0014 1.1465 -3.4020 0.04 0.08 0.00 0.568
H -1.0771 2.4915 -2.1769 -0.12 0.03 0.04 0.709
H -1.4714 -2.1886 -2.5562 0.00 0.05 0.03 0.500
H 0.9482 -2.1694 -3.2387 -0.03 -0.01 0.07 0.308
H 3.7727 -0.8568 -1.0201 0.16 -0.11 0.18 0.443
H -4.4735 -1.0580 4.2301 -0.01 -0.05 -0.05 0.448
H -1.8466 1.6493 0.5173 0.03 -0.05 0.01 0.601
H 5.0397 -2.7217 0.4972 -0.05 -0.02 -0.04 0.245
H 2.5463 4.5390 3.3596 -0.01 -0.03 -0.02 0.476
H -3.2403 0.7469 4.5640 -0.01 0.08 -0.05 0.503
H -5.8874 -2.2395 2.6104 0.04 0.00 0.00 0.450
H 0.8967 3.2744 4.7675 0.02 -0.01 -0.04 0.602
H 4.9075 -2.5754 2.2159 0.03 0.02 -0.01 0.210
H 2.1413 0.8685 -3.3863 -0.08 -0.01 -0.02 0.449
H -4.8811 -3.4187 0.6809 0.02 0.03 0.05 0.484
H -2.1131 1.2920 -3.7449 0.07 -0.04 -0.04 0.505
H 2.8589 3.8816 0.9832 0.01 0.00 -0.02 0.671
H -3.7046 -1.2065 -2.1195 0.05 0.02 0.04 0.527
H 0.4890 4.1970 -2.1921 0.01 0.04 -0.01 0.252
H -2.4143 -3.4248 0.3982 -0.03 0.03 0.06 0.509
H 0.0471 -1.1421 -6.5272 0.01 0.01 0.03 0.444
H -2.3777 0.2474 6.0365 0.05 0.03 0.05 0.301
H 2.2030 -2.8395 -2.1645 0.00 -0.02 -0.03 0.395
H 2.1581 -0.5998 -5.3486 -0.05 0.02 0.02 0.488
H -0.9881 -2.3045 2.0609 -0.16 -0.45 0.02 1.192
H 0.5781 -3.5088 -2.1410 0.01 -0.02 0.03 0.377
H -2.0878 -0.1849 -5.7263 0.04 0.02 0.03 0.467
H -3.9068 0.6018 -0.3647 0.05 -0.01 -0.02 0.531
H 1.6240 3.1650 -3.0844 0.12 -0.04 -0.05 0.434
H -1.3706 -1.5712 4.9335 0.12 -0.05 0.01 0.446
```
Forces are in eV/Å.

Its LUMO energy (spin up / spin down) is -6.1 / -8.8 eV. As for the spin multiplicity: 6. The total charge is +2. For the energy relative to the best compared isomer or geometry (same formula, charge and spin), the calculation gives 2.8641 eV.